ORCA calculation (ωB97M-V with the def2-TZVPD basis set) on 5 unconnected molecules or ions with the total composition C16H37BO16S4Si.

Atoms and positions in Å:
S (-8.110, -0.846, 2.302)
S (0.960, -1.234, 5.755)
S (6.969, 4.320, -4.609)
S (3.157, -0.279, 2.266)
Si (0.131, 0.907, -3.051)
O (4.221, 0.608, 3.102)
O (4.233, -1.218, 1.491)
O (-9.455, -0.682, 2.736)
O (1.187, -2.543, 6.272)
O (7.900, 4.082, -5.657)
O (5.681, 5.084, -5.221)
O (2.423, -1.087, 3.179)
O (0.607, -0.253, 7.001)
O (6.236, 2.922, -4.250)
O (2.529, 0.570, 1.305)
O (-8.116, -1.000, 0.688)
O (-0.498, -1.210, 5.053)
O (-7.639, -2.353, 2.656)
O (-7.067, 0.049, 2.670)
O (1.884, -0.578, 4.893)
O (7.328, 4.962, -3.390)
C (-3.125, -1.825, 0.729)
C (1.154, -1.398, -1.079)
C (5.532, -0.638, 1.612)
C (-2.867, -1.793, -0.847)
C (-1.453, -0.674, 5.970)
C (-1.143, 0.192, -4.312)
C (4.820, 3.112, -4.297)
C (-0.726, 1.953, -1.705)
C (4.600, 4.161, -5.372)
C (-0.678, 0.335, 6.800)
C (-7.784, -3.174, 1.497)
C (-0.284, -1.388, -0.417)
C (1.257, 2.144, -4.044)
C (-7.520, -2.246, 0.325)
C (5.529, 0.049, 2.966)
C (-1.384, -2.207, -1.265)
B (1.330, -0.494, -2.395)
H (2.298, -0.721, -3.067)
H (4.663, 3.722, -6.371)
H (-0.079, 2.234, -0.827)
H (1.519, 3.040, -3.391)
H (6.285, 0.830, 3.033)
H (-3.452, -0.784, 1.037)
H (-0.866, 0.593, -5.336)
H (-1.250, -3.290, -0.933)
H (-3.989, -2.535, 0.932)
H (-3.583, -2.539, -1.315)
H (-2.286, -0.220, 5.436)
H (5.656, 0.086, 0.801)
H (1.990, -1.161, -0.338)
H (-2.164, 0.572, -3.988)
H (-0.543, 1.273, 6.256)
H (-3.158, -0.776, -1.262)
H (0.623, 2.517, -4.915)
H (4.495, 3.475, -3.318)
H (-7.090, -4.012, 1.529)
H (3.644, 4.671, -5.260)
H (-2.250, -2.175, 1.343)
H (4.314, 2.175, -4.521)
H (1.355, -2.480, -1.401)
H (-0.663, -0.366, -0.116)
H (-1.177, -2.105, -2.368)
H (-7.954, -2.620, -0.601)
H (5.677, -0.671, 3.775)
H (6.303, -1.403, 1.535)
H (-6.448, -2.083, 0.184)
H (-1.823, -1.494, 6.591)
H (-0.191, -1.972, 0.560)
H (-1.159, 0.537, 7.757)
H (-1.602, 1.331, -1.314)
H (-8.810, -3.553, 1.477)
H (-1.091, -0.941, -4.307)
H (-1.199, 2.862, -2.200)
H (2.186, 1.654, -4.452)

Computed properties:
E_LUMO = 0.0 eV
SMILES = CCCCCB[Si](C)(C)C.O=S1(=O)OCCO1.O=S1(=O)OCCO1.O=S1(=O)OCCO1.O=S1(=O)OCCO1
2S+1 = 1

=====

ORCA calculation (ωB97M-V with the def2-TZVPD basis set) on a molecular structure, C12H21CdClO4.

Atoms and positions in Å:
Cd (-4.248, 2.668, 1.944)
Cl (0.641, 2.877, 2.964)
O (0.655, -2.101, -3.330)
O (-2.745, 1.115, 1.433)
O (-4.574, -0.610, 1.972)
O (-2.131, -1.140, 2.149)
C (0.942, -2.216, -0.382)
C (-3.275, -0.217, 1.870)
C (1.406, -0.999, -2.714)
C (-0.382, 2.350, 1.501)
C (-1.353, 1.124, 1.994)
C (1.159, -2.177, 1.242)
C (-0.973, -0.434, 1.522)
C (0.475, 2.053, 0.136)
C (2.086, -1.429, -1.256)
C (0.989, 3.537, -0.433)
C (-0.779, -1.807, -3.464)
C (0.536, -0.863, 1.999)
H (-1.059, -0.671, -3.470)
H (-1.178, -2.294, -4.477)
H (-1.403, -2.310, -2.590)
H (2.335, -2.149, 1.445)
H (1.457, 1.426, 0.296)
H (2.558, -0.495, -0.731)
H (-0.145, 1.473, -0.702)
H (-1.568, 1.308, 3.130)
H (2.074, 3.343, -0.890)
H (0.248, 3.983, -1.229)
H (-1.105, 3.266, 1.256)
H (-1.246, -0.384, 0.385)
H (2.910, -2.243, -1.531)
H (0.761, -3.129, 1.796)
H (-0.102, -1.845, -0.757)
H (2.308, -0.758, -3.455)
H (1.156, 4.215, 0.509)
H (1.011, -3.364, -0.698)
H (0.447, -1.156, 3.152)
H (1.299, 0.055, 1.984)
H (0.810, -0.003, -2.572)

Computed properties:
E_LUMO = -12.8 eV
Charge = +2
2S+1 = 1

=====

ORCA calculation (ωB97M-V with the def2-TZVPD basis set) on 2 unconnected molecules or ions with the total composition C2H10N4.

Atoms and positions in Å:
N (-0.113, -2.316, -0.774)
N (1.486, 1.401, 2.343)
N (-0.984, 1.967, 1.957)
N (-0.085, -0.737, -2.676)
C (0.411, 1.889, 1.710)
C (-0.606, -1.935, -1.986)
H (0.696, 2.109, 0.687)
H (0.299, -1.402, -0.373)
H (0.958, -0.569, -2.663)
H (2.158, 1.245, 1.655)
H (-0.543, 0.035, -2.209)
H (-1.421, 1.827, 2.850)
H (-1.670, -1.629, -1.874)
H (-1.595, 2.115, 1.219)
H (0.802, -2.839, -0.879)
H (-0.639, -2.824, -2.712)

Computed properties:
E_LUMO = 0.6 eV
SMILES = [H]/N=C/N.NCN
2S+1 = 1
Energy relative to the best compared isomer or geometry (same formula, charge and spin) = 47.2 kcal/mol

=====

ORCA calculation (ωB97M-V with the def2-TZVPD basis set) on a single CH3NO2S molecule.

Atoms and positions in Å:
S (2.146, -0.409, 0.503)
O (0.257, -0.411, -0.280)
O (2.909, -0.262, -0.726)
N (-0.661, 0.656, -0.064)
C (-1.950, 0.684, -0.124)
H (-2.362, 1.652, 0.125)
H (2.337, -1.834, 0.785)
H (-2.677, -0.076, -0.221)

Computed properties:
E_LUMO (alpha / beta) = -1.2 / -1.2 eV
2S+1 = 1
Energy relative to the best compared isomer or geometry (same formula, charge and spin) = 114.9 kcal/mol

=====

ORCA calculation (ωB97M-V with the def2-TZVPD basis set) on a single C5H8F3N3 molecule.

Atoms and positions in Å:
F (1.192, -0.078, -2.382)
F (3.281, -0.115, -1.968)
F (2.049, 1.314, -1.013)
N (-0.394, -0.646, -0.032)
N (0.698, -1.354, 0.244)
N (-1.089, 1.510, -1.017)
C (-1.492, -0.228, 0.700)
C (-0.572, 0.731, -0.002)
C (2.079, 0.006, -1.361)
C (-1.432, -0.502, 2.191)
C (1.829, -1.014, -0.216)
H (-2.436, -0.538, 2.560)
H (-1.741, 1.110, -1.657)
H (-0.862, 0.280, 2.671)
H (0.261, 1.298, 0.472)
H (-2.515, -0.474, 0.167)
H (2.612, -1.759, 0.031)
H (-0.469, 2.033, -1.607)
H (-0.999, -1.575, 2.220)

Computed properties:
E_LUMO = 0.9 eV
SMILES = C[C@H]1[C@H](N)N1/N=C\C(F)(F)F
2S+1 = 1

=====

ORCA calculation (ωB97M-V with the def2-TZVPD basis set) on a single C4H9IN2 molecule.

Atoms and positions in Å:
I (-1.312, 0.742, -2.485)
N (-0.427, 1.523, -0.860)
N (1.372, -0.184, 0.047)
C (0.519, -0.566, 1.017)
C (-1.056, 1.346, 0.356)
C (1.532, -0.813, -1.167)
C (-0.964, -0.062, 0.878)
H (0.305, -1.685, 1.034)
H (1.279, -1.895, -1.239)
H (2.511, -0.469, -1.446)
H (0.804, -0.525, 2.118)
H (-2.038, 1.828, 0.422)
H (-1.482, -0.087, 1.958)
H (0.810, -0.277, -1.945)
H (-0.354, 1.873, 1.002)
H (-1.500, -0.750, 0.311)

Computed properties:
E_LUMO (alpha / beta) = -0.9 / -0.3 eV
2S+1 = 1
Energy relative to the best compared isomer or geometry (same formula, charge and spin) = 74.1 kcal/mol

=====

ORCA calculation (ωB97M-V with the def2-TZVPD basis set) on a single C3H3I molecule.

Atoms and positions in Å:
I (1.411, 0.889, 2.349)
C (0.007, 0.114, -1.007)
C (0.003, -0.368, 1.441)
C (-0.535, -0.230, 0.195)
H (-1.462, -0.707, -0.005)
H (-0.340, -0.413, -1.827)
H (0.915, 0.716, -1.147)

Computed properties:
E_LUMO (alpha / beta) = -1.1 / -1.1 eV
2S+1 = 1
Energy relative to the best compared isomer or geometry (same formula, charge and spin) = 49.6 kcal/mol

=====

ORCA calculation (ωB97M-V with the def2-TZVPD basis set) on a molecular structure, C5H9N2.

Atoms and positions in Å:
N (-0.119, -0.442, 0.134)
N (0.085, 1.361, 1.213)
C (0.763, -1.358, -0.586)
C (-0.005, 1.040, -0.005)
C (0.048, 1.751, -1.310)
C (-1.176, -0.751, 1.052)
C (0.001, -0.053, 1.563)
H (-2.170, -0.299, 0.841)
H (-0.749, 2.480, -1.233)
H (0.806, -2.371, -0.155)
H (-1.244, -1.732, 1.406)
H (1.809, -1.002, -0.475)
H (-0.132, 0.909, -1.906)
H (0.469, -1.254, -1.706)
H (0.620, -0.449, 2.445)
H (0.996, 2.167, -1.280)

Computed properties:
E_LUMO = -3.8 eV
Charge = +1
2S+1 = 1
Energy relative to the best compared isomer or geometry (same formula, charge and spin) = 117.4 kcal/mol

=====

The following max |F| values (in eV/Å) correspond, in order, to the records above: 6.154; 10.332; 5.758; 2.671; 4.376; 5.447; 2.752; 3.614.